Entry 1:
# C4H5N3

A molecular structure, C4H5N3 at a distorted geometry (ωB97M-V/def2-TZVPD, the OMol25 dataset).

Cartesian coordinates (Å):
1 C 0.625 -0.977 1.291
2 C 1.181 -1.375 0.056
3 C -0.469 1.374 -0.477
4 C -1.214 0.054 -0.252
5 H 2.240 -1.822 0.269
6 H 0.355 1.854 0.180
7 H -0.905 2.061 -1.147
8 H -0.952 -0.120 1.093
9 H -2.069 -0.367 -0.928
10 N 0.333 -0.076 2.146
11 N 1.062 -0.655 -1.041
12 N -0.188 0.048 -1.191

Its HOMO energy is -0.346 Eh. Its total energy is -8691.651 eV. As for the energy above the lowest of the compared OMol25 structures with the same formula, charge and spin: 787.4 kJ/mol. The spin multiplicity is 1. The HOMO-LUMO gap is 0.316 Ha. Its net charge is 0. The lowest unoccupied orbital energy is -0.826 eV.

Entry 2:
# C29H61FInO5

A molecular structure, C29H61FInO5 at a distorted geometry (ωB97M-V/def2-TZVPD, the OMol25 dataset).

Cartesian coordinates (Å):
1 C 0.412 -4.002 -0.244
2 C -0.794 -3.034 -0.548
3 C -1.846 -3.186 0.617
4 C -2.901 -1.989 0.641
5 C -3.308 -1.528 -0.832
6 In -2.280 -0.296 2.001
7 C -0.077 -0.242 2.502
8 C 0.878 -0.141 1.231
9 C 2.186 0.613 1.686
10 C 3.516 0.133 1.000
11 O 3.528 0.192 -0.426
12 C 3.010 1.424 -0.932
13 C -2.930 1.722 1.114
14 C -4.409 1.548 0.613
15 C -4.497 1.791 -0.942
16 F -5.245 2.532 1.223
17 H 1.212 -3.563 0.389
18 H 0.822 -4.380 -1.209
19 H -0.012 -4.876 0.315
20 H -1.263 -3.310 -1.525
21 H -0.515 -1.955 -0.586
22 H -1.336 -3.245 1.614
23 H -2.445 -4.126 0.458
24 H -3.842 -2.430 1.073
25 H -3.205 -2.378 -1.552
26 H -2.654 -0.674 -1.133
27 H -4.383 -1.224 -0.793
28 H -3.237 -0.441 3.540
29 H 0.172 -1.126 3.145
30 H 0.068 0.660 3.153
31 H 0.342 0.526 0.508
32 H 1.087 -1.153 0.822
33 H 2.104 1.725 1.604
34 H 2.311 0.403 2.783
35 H 3.665 -0.937 1.293
36 H 4.359 0.699 1.485
37 H 3.592 1.655 -1.862
38 H 1.952 1.242 -1.246
39 H 3.120 2.288 -0.240
40 H -2.241 2.059 0.305
41 H -2.955 2.466 1.947
42 H -4.772 0.539 0.911
43 H -4.705 2.863 -1.176
44 H -3.519 1.548 -1.426
45 H -5.287 1.130 -1.370
46 C -8.352 3.176 -4.460
47 C -8.785 1.727 -4.345
48 C -7.485 1.042 -3.965
49 O -6.721 1.994 -3.218
50 C -7.326 3.285 -3.346
51 H -9.170 3.890 -4.355
52 H -7.873 3.346 -5.429
53 H -9.515 1.620 -3.537
54 H -9.227 1.326 -5.258
55 H -6.906 0.766 -4.853
56 H -7.642 0.146 -3.361
57 H -7.802 3.531 -2.390
58 H -6.556 4.030 -3.552
59 C 5.957 -3.463 0.222
60 C 5.887 -4.873 0.779
61 C 4.495 -4.900 1.389
62 O 3.687 -4.016 0.606
63 C 4.533 -3.247 -0.256
64 H 6.695 -3.338 -0.571
65 H 6.194 -2.758 1.025
66 H 5.952 -5.599 -0.037
67 H 6.672 -5.101 1.502
68 H 4.505 -4.527 2.419
69 H 4.053 -5.898 1.385
70 H 4.397 -3.615 -1.279
71 H 4.232 -2.200 -0.222
72 C -1.170 0.047 7.005
73 C 0.181 -0.421 7.512
74 C 1.082 -0.112 6.328
75 O 0.521 1.026 5.670
76 C -0.793 1.268 6.189
77 H -1.885 0.270 7.799
78 H -1.609 -0.715 6.355
79 H 0.482 0.179 8.377
80 H 0.204 -1.472 7.801
81 H 1.098 -0.942 5.612
82 H 2.110 0.108 6.627
83 H -0.745 2.168 6.814
84 H -1.486 1.451 5.366
85 C 6.144 4.144 -4.635
86 C 5.517 3.084 -3.749
87 C 4.774 2.230 -4.760
88 O 5.516 2.304 -5.985
89 C 6.491 3.347 -5.880
90 H 7.010 4.635 -4.190
91 H 5.403 4.913 -4.877
92 H 6.301 2.495 -3.265
93 H 4.867 3.488 -2.973
94 H 3.769 2.621 -4.948
95 H 4.687 1.188 -4.447
96 H 7.478 2.879 -5.789
97 H 6.477 3.954 -6.787

Its HOMO energy is -0.156 Eh. Its total energy is -49186.828 eV. The spin multiplicity is 1. The HOMO-LUMO gap is 0.242 Ha. Its net charge is -1. The lowest unoccupied orbital energy is 2.336 eV.

Entry 3:
# C2H7N3

2 unconnected molecules or ions with the total composition C2H7N3 at a distorted geometry (ωB97M-V/def2-TZVPD, the OMol25 dataset).

Cartesian coordinates (Å):
1 C 1.350 1.111 0.024
2 C 0.818 -1.188 -0.059
3 N -2.131 0.405 0.036
4 N -3.088 -0.248 0.474
5 N 0.489 0.171 -0.030
6 H 0.974 2.082 0.234
7 H 2.427 0.911 -0.024
8 H -1.137 0.144 -0.163
9 H 1.836 -1.445 0.061
10 H 0.290 -1.596 0.787
11 H 0.454 -1.776 -0.991
12 H -2.280 1.429 -0.350

Its HOMO energy is -0.261 Eh. Its total energy is -6653.759 eV. As for the energy above the lowest of the compared OMol25 structures with the same formula, charge and spin: 404.9 kJ/mol. The spin multiplicity is 1. The HOMO-LUMO gap is 0.286 Ha. Its net charge is 0. The lowest unoccupied orbital energy is 0.672 eV.

Entry 4:
# C21H22N2O4

A single C21H22N2O4 molecule at a distorted geometry (ωB97M-V/def2-TZVPD, the OMol25 dataset).

Cartesian coordinates (Å):
1 O -1.743 4.634 -0.463
2 O 2.557 3.793 -0.465
3 O -1.625 0.329 2.087
4 O 2.400 0.198 -0.203
5 C -0.849 3.858 -0.212
6 C 1.454 3.382 -0.176
7 C -1.148 2.553 0.341
8 C -0.085 1.722 0.701
9 C 0.499 -1.567 6.262
10 C -0.581 0.772 -4.145
11 C 0.327 -0.277 5.766
12 C -0.136 -2.654 5.641
13 C -0.458 -0.319 -3.263
14 C 0.427 1.728 -4.192
15 C -0.457 -0.030 4.648
16 C -0.986 -2.393 4.565
17 C 0.662 -0.306 -2.394
18 C 1.544 1.648 -3.364
19 C -1.084 -1.115 4.005
20 C 1.618 0.644 -2.429
21 N 0.438 4.196 -0.475
22 N 1.237 2.149 0.411
23 C -0.371 0.380 1.420
24 C -1.886 -0.891 2.769
25 C 2.396 1.317 0.656
26 C 3.699 -0.643 -1.988
27 C 2.832 0.519 -1.535
28 H -2.192 2.248 0.487
29 H 1.078 -1.728 7.187
30 H -1.428 0.875 -4.818
31 H 0.816 0.505 6.361
32 H 0.044 -3.655 6.000
33 H -1.216 -1.084 -3.139
34 H 0.250 2.578 -4.866
35 H -0.557 0.999 4.270
36 H -1.490 -3.230 4.134
37 H 0.761 -1.172 -1.748
38 H 2.347 2.411 -3.454
39 H 0.643 5.116 -0.839
40 H -0.385 -0.455 0.640
41 H 0.386 0.159 2.169
42 H -2.933 -0.939 3.077
43 H -1.709 -1.724 2.060
44 H 3.368 1.809 0.567
45 H 2.365 0.974 1.666
46 H 4.618 -0.749 -1.382
47 H 3.118 -1.586 -1.862
48 H 3.972 -0.514 -3.031
49 H 3.392 1.463 -1.519

Its HOMO energy is -0.331 Eh. Its total energy is -33304.008 eV. As for the SMILES: C[C@H](OCn1c(COCc2ccccc2)cc(=O)[nH]c1=O)c1ccccc1. As for the energy above the lowest of the compared OMol25 structures with the same formula, charge and spin: 232.6 kJ/mol. The spin multiplicity is 1. The HOMO-LUMO gap is 0.351 Ha. Its net charge is 0. The lowest unoccupied orbital energy is 0.541 eV.

What did the fourth record say?
# C21H22N2O4

A single C21H22N2O4 molecule at a distorted geometry (ωB97M-V/def2-TZVPD, the OMol25 dataset).

Cartesian coordinates (Å):
1 O -1.743 4.634 -0.463
2 O 2.557 3.793 -0.465
3 O -1.625 0.329 2.087
4 O 2.400 0.198 -0.203
5 C -0.849 3.858 -0.212
6 C 1.454 3.382 -0.176
7 C -1.148 2.553 0.341
8 C -0.085 1.722 0.701
9 C 0.499 -1.567 6.262
10 C -0.581 0.772 -4.145
11 C 0.327 -0.277 5.766
12 C -0.136 -2.654 5.641
13 C -0.458 -0.319 -3.263
14 C 0.427 1.728 -4.192
15 C -0.457 -0.030 4.648
16 C -0.986 -2.393 4.565
17 C 0.662 -0.306 -2.394
18 C 1.544 1.648 -3.364
19 C -1.084 -1.115 4.005
20 C 1.618 0.644 -2.429
21 N 0.438 4.196 -0.475
22 N 1.237 2.149 0.411
23 C -0.371 0.380 1.420
24 C -1.886 -0.891 2.769
25 C 2.396 1.317 0.656
26 C 3.699 -0.643 -1.988
27 C 2.832 0.519 -1.535
28 H -2.192 2.248 0.487
29 H 1.078 -1.728 7.187
30 H -1.428 0.875 -4.818
31 H 0.816 0.505 6.361
32 H 0.044 -3.655 6.000
33 H -1.216 -1.084 -3.139
34 H 0.250 2.578 -4.866
35 H -0.557 0.999 4.270
36 H -1.490 -3.230 4.134
37 H 0.761 -1.172 -1.748
38 H 2.347 2.411 -3.454
39 H 0.643 5.116 -0.839
40 H -0.385 -0.455 0.640
41 H 0.386 0.159 2.169
42 H -2.933 -0.939 3.077
43 H -1.709 -1.724 2.060
44 H 3.368 1.809 0.567
45 H 2.365 0.974 1.666
46 H 4.618 -0.749 -1.382
47 H 3.118 -1.586 -1.862
48 H 3.972 -0.514 -3.031
49 H 3.392 1.463 -1.519

Its HOMO energy is -0.331 Eh. Its total energy is -33304.008 eV. As for the SMILES: C[C@H](OCn1c(COCc2ccccc2)cc(=O)[nH]c1=O)c1ccccc1. As for the energy above the lowest of the compared OMol25 structures with the same formula, charge and spin: 232.6 kJ/mol. The spin multiplicity is 1. The HOMO-LUMO gap is 0.351 Ha. Its net charge is 0. The lowest unoccupied orbital energy is 0.541 eV.

Look up the lowest unoccupied orbital energy of the second one. 2.336 eV